Computed, not measured: a 12-piece molecular cluster, C6H37NO12 overall at a distorted geometry, with ωB97M-V/def2-TZVPD.

Atoms and positions in Å:
H  2.75  0.07  -3.23
C  0.15  -2.76  -0.50
O  -3.64  -0.02  0.80
H  -2.67  -1.28  3.92
H  -1.16  1.91  0.87
H  1.60  1.80  -4.35
H  1.36  0.31  0.47
O  -3.59  -1.33  3.61
H  -1.84  0.92  -3.45
C  -0.51  -1.44  -0.94
H  -3.95  2.33  1.04
H  -3.10  -0.26  -1.32
H  0.84  0.67  2.77
H  4.40  -0.26  -0.60
H  -0.20  -3.16  0.45
O  -4.29  2.52  0.16
H  -0.54  -0.96  1.02
H  -3.04  2.38  -0.96
H  -3.92  -0.52  1.58
H  1.23  -2.63  -0.39
H  -0.07  -1.03  -1.85
H  -5.04  1.97  -0.01
H  -1.48  2.29  -3.10
O  1.13  -1.67  3.69
H  -3.94  -2.17  3.94
O  -2.76  -0.90  -1.95
N  -0.60  -0.46  0.14
C  0.07  1.37  2.47
O  5.17  0.63  2.15
H  -0.02  2.24  3.14
O  3.64  -1.60  2.55
H  2.08  -1.63  3.51
H  3.87  -0.84  -3.78
O  -1.25  1.62  -3.78
O  4.85  0.58  -0.53
H  -2.42  -2.23  -0.43
H  -1.90  1.33  -1.16
H  4.47  -1.07  2.56
H  5.05  0.76  1.18
H  -0.91  0.98  2.80
H  0.50  0.86  -0.99
O  -2.16  2.22  -1.40
H  1.10  -2.39  4.34
O  3.59  -0.37  -3.00
H  -2.04  -2.72  -2.05
H  0.31  1.20  -3.79
H  0.48  2.64  0.74
O  1.31  1.06  -3.83
H  3.34  -1.69  1.64
H  4.46  1.23  -1.10
C  -0.10  1.75  1.00
H  -2.71  0.16  0.96
H  0.01  -3.51  -1.28
H  4.35  0.92  2.55
C  -1.93  -1.90  -1.35
C  0.40  0.64  0.07

As for the SMILES: CCCN[C@@H](C)CO.O.O.O.O.O.O.O.O.O.O.O. Its energy above the lowest of the compared OMol25 structures with the same formula, charge and spin is 159.0 kJ/mol. The calculation puts the frontier orbital gap at 9.2598 eV. The LUMO energy comes out at 0.1 eV.